(1)
C22H26F3N3PPt | wB97M-V/def2-TZVPD

Last column: natural (NBO) charge in e.
Cartesian coordinates (Å):
Pt  -0.11538  -0.34959  -1.33930  0.788
C  4.23572  -0.51179  -1.72210  -0.205
C  4.56442  0.83641  -1.53690  -0.149
C  3.54972  1.74181  -1.34080  -0.215
C  2.21472  1.31751  -1.30830  0.229
N  1.91872  -0.02089  -1.45160  -0.463
C  2.91352  -0.88549  -1.66370  0.054
C  1.09252  2.21681  -1.18660  0.145
C  1.11982  3.59961  -1.30130  -0.186
C  -0.07758  4.30231  -1.35060  -0.153
C  -1.29178  3.62431  -1.33230  -0.185
C  -1.29428  2.24541  -1.18470  0.165
N  -0.11028  1.59411  -1.03520  -0.455
C  -2.43898  1.36741  -1.26580  0.156
C  -3.76218  1.82541  -1.28970  -0.198
C  -4.80368  0.94501  -1.46250  -0.142
C  -4.51178  -0.41719  -1.58980  -0.218
C  -3.19938  -0.82599  -1.52360  0.062
N  -2.17298  0.01811  -1.37090  -0.452
H  4.99322  -1.25279  -1.90930  0.244
H  5.59502  1.15231  -1.55000  0.240
H  3.76702  2.78931  -1.21680  0.229
H  2.64962  -1.92279  -1.79850  0.245
H  2.05652  4.11741  -1.40750  0.235
H  -0.06168  5.37361  -1.45670  0.242
H  -2.20988  4.16281  -1.48530  0.236
H  -3.95048  2.88001  -1.17880  0.230
H  -5.82328  1.29331  -1.50030  0.240
H  -5.29188  -1.14349  -1.73610  0.245
H  -2.96188  -1.87619  -1.60490  0.245
C  0.79502  1.44851  2.44730  -0.604
C  -0.21308  0.30561  2.48750  -0.712
P  0.06472  -1.00219  1.20910  0.811
C  1.68722  -1.77049  1.63160  -0.713
C  1.66642  -2.69589  2.84120  -0.612
C  -1.29488  -2.23159  1.43250  -0.711
C  -1.79878  -2.49369  2.84840  -0.615
H  0.56132  2.17041  3.22800  0.228
H  0.76502  1.96891  1.49300  0.195
H  1.80922  1.09661  2.61920  0.209
H  -1.22298  0.69311  2.32560  0.230
H  -0.18048  -0.17989  3.46640  0.226
H  2.38392  -0.94149  1.77970  0.228
H  2.03072  -2.32669  0.75910  0.246
H  1.24182  -2.21489  3.71790  0.205
H  2.68632  -2.99219  3.07600  0.224
H  1.10722  -3.59929  2.62090  0.213
H  -0.95348  -3.15959  0.96590  0.252
H  -2.13138  -1.86029  0.83060  0.224
H  -1.06048  -2.98969  3.46890  0.215
H  -2.66498  -3.14799  2.78640  0.223
H  -2.11668  -1.57919  3.34220  0.205
F  -1.13938  -3.00089  -2.09900  -0.359
C  -0.00358  -2.28129  -1.92900  0.720
F  0.62362  -2.33059  -3.13570  -0.359
F  0.76462  -3.08209  -1.11360  -0.380

Output
Net charge: +1
E_HOMO (spin up / spin down) in eV: -9.402 / -9.396
Frontier orbital gap (spin up / spin down) in eV: 5.5 / 5.5

(2)
C22H26IKNO2P2S2 | wB97M-V/def2-TZVPD

Last column: natural (NBO) charge in e.
Cartesian coordinates (Å):
K  0.47125  -2.53424  -0.45189  0.887
C  2.90469  -3.59475  5.15312  -0.639
C  3.88703  -2.72011  4.38746  -0.058
O  3.25555  -1.73164  3.58406  -0.837
P  2.48433  -2.12020  2.17684  1.606
S  3.65635  -3.36052  1.17267  -0.761
S  0.59224  -2.51020  2.51757  -0.714
O  2.51079  -0.65255  1.51275  -0.845
C  3.73713  -0.07325  1.06585  -0.059
C  3.86773  -0.18159  -0.44288  -0.640
H  3.45280  -4.27225  5.81245  0.188
H  2.29886  -4.17401  4.45821  0.235
H  2.22826  -2.97150  5.74044  0.207
H  4.53150  -3.34433  3.76171  0.192
H  4.51637  -2.16258  5.08751  0.161
H  4.58069  -0.55506  1.56722  0.186
H  3.70431  0.97269  1.37158  0.177
H  3.99977  -1.22383  -0.73096  0.230
H  4.72849  0.39348  -0.79181  0.194
H  2.96253  0.20462  -0.91350  0.220
N  -3.41825  -2.06262  -1.15389  -0.837
C  -3.87407  -0.74437  -1.13636  0.279
C  -5.23160  -0.47080  -1.26564  -0.314
C  -5.71616  0.83529  -1.19418  -0.238
C  -4.83107  1.88185  -0.97389  -0.273
C  -3.47756  1.62159  -0.83133  -0.197
C  -2.95943  0.31661  -0.90540  -0.448
P  -1.15505  0.03115  -1.10634  0.717
C  -0.56275  1.10858  0.26349  -0.328
C  -1.13867  0.94214  1.52781  -0.138
C  -0.64573  1.61208  2.63312  -0.233
C  0.44031  2.46738  2.50583  -0.239
C  1.03591  2.62372  1.26220  -0.217
C  0.55764  1.93187  0.16077  -0.233
C  -0.67654  0.96488  -2.57279  -0.481
C  -0.79833  2.37865  -2.71103  -0.250
C  -0.68047  2.98287  -3.94935  -0.231
C  -0.45009  2.23482  -5.10202  -0.346
C  -0.33669  0.83328  -4.98451  -0.259
C  -0.46390  0.22084  -3.76059  -0.211
H  -4.04910  -2.71951  -1.58354  0.369
H  -2.47719  -2.17454  -1.50967  0.403
H  -5.91927  -1.29747  -1.42165  0.183
H  -6.77478  1.03337  -1.31790  0.186
H  -5.19872  2.90118  -0.91764  0.189
H  -2.79733  2.43860  -0.62672  0.205
H  -1.99267  0.28116  1.62334  0.211
H  -1.10740  1.46580  3.60303  0.197
H  0.82934  2.99699  3.36770  0.192
H  1.88731  3.28740  1.15454  0.192
H  1.02888  2.05885  -0.80701  0.227
H  -0.95082  2.99564  -1.83363  0.184
H  -0.76869  4.06331  -4.02678  0.180
H  -0.38387  2.71172  -6.07321  0.178
H  -0.15619  0.23102  -5.86886  0.187
H  -0.40069  -0.86225  -3.68857  0.216
I  -0.75700  -4.50929  -2.81772  -0.954

Output
Net charge: -2
E_HOMO (spin up / spin down) in eV: 1.459 / -2.594
Frontier orbital gap (spin up / spin down) in eV: 2.9 / 6.9
Multiplicity: 2

(3)
C22H26IrN2O2P2 | wB97M-V/def2-TZVPD

Last column: natural (NBO) charge in e.
Cartesian coordinates (Å):
Ir  0.68926  0.50650  1.63115  0.847
N  1.76491  -1.48291  1.73294  -0.652
N  2.43127  -1.59314  0.49832  -0.535
C  2.56363  -0.51294  -0.39247  0.861
O  3.17802  -0.70640  -1.41839  -0.641
O  1.94590  0.59293  -0.06939  -0.776
H  2.42393  -1.48882  2.50706  0.381
H  1.12729  -2.26641  1.83939  0.396
H  3.02406  -2.39203  0.34126  0.403
C  -0.92188  0.92066  -5.95467  -0.158
C  -0.31794  1.82435  -5.09161  -0.221
C  -0.14366  1.49547  -3.75737  -0.097
C  -0.58413  0.25495  -3.29543  -0.465
C  -1.18394  -0.66059  -4.16497  -0.169
C  -1.35392  -0.31772  -5.49543  -0.205
P  -0.37549  -0.12943  -1.57033  1.431
C  -0.17957  -1.86905  -1.30245  -0.463
C  -0.78606  -2.50199  -0.21201  -0.198
C  -0.53135  -3.84098  0.02572  -0.221
C  0.32895  -4.54592  -0.81213  -0.169
C  0.93117  -3.91750  -1.89526  -0.228
C  0.68770  -2.57817  -2.14246  -0.087
C  -1.57529  0.59958  -0.48307  -0.499
C  -2.79170  1.03813  -1.02066  -0.162
C  -3.75820  1.55949  -0.18177  -0.217
C  -3.49738  1.64828  1.17994  -0.183
C  -2.27555  1.23914  1.69732  -0.188
C  -1.26374  0.71283  0.88783  -0.340
H  -1.05295  1.17998  -6.99681  0.231
H  0.02708  2.78069  -5.45983  0.233
H  0.34309  2.18407  -3.07796  0.225
H  -1.51312  -1.62592  -3.80206  0.228
H  -1.82245  -1.01697  -6.17465  0.232
H  -1.45937  -1.94637  0.42925  0.239
H  -1.01775  -4.34547  0.85062  0.229
H  0.52218  -5.59377  -0.62300  0.230
H  1.59820  -4.47055  -2.54240  0.235
H  1.18376  -2.07223  -2.96002  0.236
H  -2.97319  0.95959  -2.08547  0.228
H  -4.70561  1.89299  -0.58225  0.232
H  -4.24831  2.05488  1.84562  0.226
H  -2.10805  1.34863  2.76268  0.196
C  0.21634  1.15374  5.00726  -0.947
P  1.20529  1.68149  3.57471  0.965
C  0.91693  3.46919  3.47040  -0.951
C  2.91669  1.56202  4.17790  -0.946
H  0.43112  1.77933  5.87468  0.245
H  0.44649  0.11613  5.24907  0.247
H  -0.84532  1.22129  4.77270  0.247
H  1.04832  3.93942  4.44575  0.242
H  -0.09500  3.65537  3.11089  0.254
H  1.61702  3.90729  2.75941  0.258
H  3.05293  2.14725  5.08880  0.245
H  3.59797  1.92826  3.41039  0.258
H  3.16137  0.52135  4.39323  0.238

Output
Net charge: +1
E_HOMO (spin up / spin down) in eV: -10.148 / -11.504
Frontier orbital gap (spin up / spin down) in eV: 7.9 / 6.7
Multiplicity: 5

Values of E_tot, in order: -1778.317613, -3436.090812, -1900.658261, all in a.u..
Values of energy above the lowest of the compared OMol25 structures with the same formula, charge and spin, in order: 123.6, 15.3, 0.0, all in kJ/mol.